C50H80CuF9N7O2P as an isolated structure, computed with ωB97M-V with the def2-TZVPD basis set.

Properties
LUMO energy, eV: -7.26
E, hartree: -5367.09979
Orbital gap, eV: 4.1
Total charge: +2

Each line ends with the Löwdin charge.
Positions of all 150 atoms, in Å:
1 C 2.0380 5.0093 -1.8523  -0.0618
2 C 2.1476 4.0612 -3.1136  -0.1754
3 C 0.7142 3.6696 -3.6237  -0.1046
4 N 0.7000 2.7494 -4.8818  -0.2032
5 C -0.7695 2.5801 -5.3234  -0.1014
6 C -0.9982 2.0699 -6.7812  -0.1603
7 C -0.0970 2.8262 -7.7599  -0.2004
8 C 1.2948 2.4793 -7.3400  -0.1437
9 C 1.5839 3.2902 -5.9797  -0.0675
10 C 1.2479 1.3132 -4.4297  0.0608
11 H 1.4574 5.9317 -1.8588  0.0653
12 H 3.0069 5.2037 -1.3924  0.0776
13 H 1.4545 4.4909 -1.0914  0.0587
14 H 2.5922 3.0963 -2.8701  0.0822
15 H 2.8585 4.4183 -3.8587  0.0989
16 H 0.0847 4.5114 -3.9124  0.1127
17 H 0.3204 3.1385 -2.7572  0.1019
18 H -1.1960 3.5831 -5.3059  0.1084
19 H -1.3868 2.0192 -4.6217  0.0947
20 H -2.0140 2.2386 -7.1390  0.1234
21 H -0.7830 1.0014 -6.7745  0.1041
22 H -0.3645 3.8799 -7.6808  0.1270
23 H -0.1881 2.4178 -8.7664  0.1274
24 H 1.9887 2.8292 -8.1042  0.1201
25 H 1.4412 1.3992 -7.3407  0.1183
26 H 1.3298 4.3493 -6.0229  0.1412
27 H 2.6202 3.2101 -5.6515  0.1211
28 H 0.9185 1.0673 -3.4201  0.0711
29 H 2.3350 1.2345 -4.4251  0.0937
30 H 0.8787 0.6557 -5.2167  0.0891
31 C 5.0682 -0.0703 6.4497  -0.0835
32 C 3.9330 -1.1217 6.8503  -0.1950
33 C 2.8582 -1.5333 5.7697  -0.1761
34 C 3.5117 -2.1244 4.5565  -0.1456
35 N 2.5299 -2.7642 3.5916  -0.1977
36 C 3.2823 -3.1022 2.2891  -0.0891
37 C 3.1807 -1.8784 1.3670  -0.0906
38 C 2.1471 -0.8616 2.1483  -0.0976
39 C 1.4180 -1.8052 3.0898  -0.0686
40 C 1.9911 -4.0667 4.2030  -0.0768
41 C 3.1882 -5.0445 4.5775  -0.2130
42 C 2.6427 -6.3828 4.9818  -0.1051
43 H 5.9314 -0.5313 5.9696  0.0661
44 H 5.4662 0.2248 7.4206  0.0661
45 H 4.6436 0.8322 6.0102  0.0684
46 H 3.5177 -0.7168 7.7732  0.1030
47 H 4.4069 -2.0663 7.1171  0.0992
48 H 2.2760 -0.6905 5.3972  0.0811
49 H 2.1659 -2.1485 6.3443  0.1167
50 H 4.3634 -2.7920 4.6871  0.1284
51 H 4.0006 -1.2754 4.0788  0.1321
52 H 2.9148 -4.0294 1.8494  0.1267
53 H 4.2586 -3.3230 2.7208  0.1176
54 H 2.9861 -2.1532 0.3303  0.0948
55 H 4.1360 -1.4083 1.1334  0.1032
56 H 1.6126 -0.1727 1.4942  0.0856
57 H 2.7419 -0.1705 2.7456  0.0954
58 H 0.7697 -2.4101 2.4559  0.1088
59 H 0.9416 -1.5231 4.0287  0.1117
60 H 1.2760 -4.4146 3.4576  0.1031
61 H 1.2982 -3.9123 5.0302  0.1327
62 H 3.6237 -4.5769 5.4605  0.1059
63 H 3.9197 -5.3012 3.8113  0.1150
64 H 3.4214 -7.0146 5.4091  0.0864
65 H 2.1768 -6.9508 4.1766  0.0830
66 H 1.9058 -6.2020 5.7643  0.0820
67 Cu -3.9517 1.1790 -1.5619  0.7197
68 P -1.1775 0.5063 -0.6918  0.3065
69 F -0.8021 -0.3054 0.6848  -0.1468
70 F -0.0136 -0.3095 -1.5438  -0.1783
71 F -2.1579 -0.7680 -0.9739  -0.1592
72 F -1.6071 1.2057 -2.1118  -0.1739
73 F -2.3888 1.3155 0.0670  -0.1682
74 F -0.1814 1.8108 -0.3546  -0.1617
75 N 3.6122 -0.0615 -2.1858  -0.0076
76 C 2.9834 0.7187 -1.2432  -0.1810
77 C 3.9187 1.4476 -0.5919  -0.1262
78 C 5.1186 1.0769 -1.1384  -0.1156
79 C 4.9645 0.1590 -2.2055  -0.0754
80 H 3.0191 -0.6440 -2.7594  0.1403
81 H 1.9354 0.4815 -1.1351  0.0761
82 H 3.6584 1.9859 0.3075  0.1089
83 H 6.0665 1.4066 -0.7394  0.0983
84 H 5.6762 -0.3655 -2.8259  0.1094
85 N -1.1380 1.2210 3.1307  0.0230
86 C 0.0274 1.9160 3.1040  -0.1630
87 C 0.7244 1.7513 4.2870  -0.0759
88 C -0.0422 0.7753 5.0676  -0.0971
89 C -1.2305 0.6140 4.3749  -0.1439
90 H -1.7661 1.1492 2.3430  0.1095
91 H 0.1738 2.4655 2.1858  0.1020
92 H 1.6786 2.1898 4.5394  0.0923
93 H 0.2578 0.2661 5.9715  0.0940
94 H -2.0623 -0.0301 4.6192  0.1072
95 N -2.8948 4.1063 -3.0191  0.0070
96 C -2.9649 5.2434 -3.7658  -0.1461
97 C -2.1132 6.1865 -3.2605  -0.1164
98 C -1.7428 5.7719 -2.0103  -0.0934
99 C -2.0923 4.4070 -1.9202  -0.1242
100 H -3.3283 3.2451 -3.3201  0.1230
101 H -3.5878 5.2342 -4.6480  0.1191
102 H -2.1005 7.2200 -3.5736  0.1144
103 H -1.1356 6.3704 -1.3473  0.1077
104 H -1.9872 3.6591 -1.1482  0.0786
105 N -5.1092 -3.8710 -0.7117  0.0067
106 C -5.7257 -5.0841 -0.5366  -0.1443
107 C -4.8060 -6.1034 -0.4614  -0.0881
108 C -3.5864 -5.5097 -0.7999  -0.1141
109 C -3.7961 -4.1575 -0.9587  -0.1691
110 H -5.5505 -2.9696 -0.8252  0.1386
111 H -6.8035 -5.0638 -0.6014  0.1099
112 H -5.0735 -7.1352 -0.2874  0.1021
113 H -2.5907 -5.9281 -0.8059  0.0909
114 H -3.1675 -3.3422 -1.2850  0.0846
115 N -0.9502 -3.5282 1.0417  -0.0071
116 C 0.0404 -4.1563 0.3782  -0.1373
117 C 0.1110 -5.4452 0.9360  -0.0797
118 C -0.8554 -5.4784 2.0055  -0.1170
119 C -1.4379 -4.2957 2.0222  -0.1868
120 H -1.3512 -2.6434 0.7653  0.1202
121 H 0.5856 -3.6687 -0.4164  0.1067
122 H 0.7160 -6.2980 0.6656  0.0908
123 H -1.0936 -6.2106 2.7628  0.1074
124 H -2.2207 -3.8443 2.6136  0.1271
125 C -2.6847 -0.7555 -4.8682  -0.1156
126 C -1.7361 -1.6724 -4.3497  -0.0899
127 C -1.8524 -3.0085 -4.6646  -0.0986
128 C -2.8410 -3.4292 -5.5209  -0.0612
129 C -3.6458 -2.5133 -6.2458  -0.0436
130 C -3.6833 -1.2325 -5.7021  -0.1177
131 H -2.8970 0.2563 -4.5557  0.0629
132 H -1.0612 -1.4338 -3.5410  0.0750
133 H -1.2467 -3.7244 -4.1289  0.1111
134 H -2.9848 -4.4899 -5.6640  0.1095
135 H -4.3655 -2.6548 -7.0386  0.1092
136 H -4.3572 -0.5431 -6.1889  0.0997
137 C -4.0885 3.9816 2.0504  -0.0510
138 C -3.5329 4.3342 3.4596  -0.1879
139 O -3.9432 3.3988 4.4819  0.0077
140 C -3.1208 3.2750 5.5834  -0.3186
141 O -2.0381 3.7971 5.7523  0.1584
142 C -3.7078 2.2551 6.6340  -0.4684
143 F -3.5036 2.6599 7.9328  0.1338
144 F -5.0517 2.0270 6.4998  0.1324
145 F -3.1085 1.0680 6.5577  0.1479
146 H -5.1496 3.7321 2.0529  0.0769
147 H -3.6292 3.0663 1.6772  0.0339
148 H -3.8879 4.6838 1.2413  0.0727
149 H -3.8324 5.3247 3.8021  0.1292
150 H -2.4557 4.4858 3.3907  0.1143

***

A 2-piece molecular cluster, C4H12N2O2 overall, computed with ωB97M-V with the def2-TZVPD basis set.

Properties
LUMO energy, eV: 0.47
SMILES string: CC(C)NC(N)=O.O
E, hartree: -419.62297
Orbital gap, eV: 9.8

Each line ends with the Löwdin charge.
Positions of all 20 atoms, in Å:
1 C -1.0810 0.9261 -1.6541  -0.0577
2 C -0.1024 0.7177 -0.5233  -0.3851
3 C 1.3373 0.4810 -0.9862  -0.0567
4 N -0.4489 -0.3623 0.4514  0.0806
5 C -1.1327 -1.5190 0.2177  -0.6222
6 N -1.0468 -2.4470 1.2372  0.1421
7 O -1.7740 -1.7715 -0.7861  0.0292
8 H -1.4493 1.9505 -1.6991  0.0772
9 H -0.6775 0.6946 -2.6310  0.0763
10 H -1.9460 0.2639 -1.6236  0.0668
11 H -0.1071 1.6055 0.1166  0.1185
12 H 2.0744 0.6955 -0.2275  0.0496
13 H 1.5121 1.1792 -1.8134  0.0791
14 H 1.4343 -0.5123 -1.4107  0.0880
15 H 0.2109 -0.3687 1.2168  0.0994
16 H -0.6432 -2.1930 2.1204  0.0870
17 H -1.8029 -3.1083 1.2590  0.0976
18 O 1.8217 0.9077 2.3930  -0.0568
19 H 2.6791 1.3125 2.1804  0.0545
20 H 1.1420 1.5478 2.1625  0.0326

***

A 3-piece molecular cluster, C2H11N2O3Si overall, computed with ωB97M-V with the def2-TZVPD basis set.

Properties
LUMO energy, eV: -3.18
E, hartree: -707.37354
Orbital gap, eV: 11.1
Total charge: +1

Each line ends with the Löwdin charge.
Positions of all 19 atoms, in Å:
1 C 2.3352 0.7833 0.4038  -0.0033
2 C 0.8798 0.7285 0.0339  -0.1066
3 N 0.2507 -0.4066 0.0471  0.1548
4 N 1.7240 -2.6678 0.4447  0.0750
5 O -4.2099 2.1671 -0.0452  -0.0454
6 O -2.7555 0.4550 -1.4855  -0.0475
7 O -1.5296 1.7116 0.4814  -0.2455
8 Si -2.7867 1.4496 -0.2579  0.2642
9 H 2.8309 1.6192 0.8266  0.0870
10 H 2.6948 0.4840 -0.5324  0.0828
11 H 2.4487 -0.0729 1.1034  0.0917
12 H -0.6926 -0.6488 -0.2327  0.1053
13 H 0.9488 -1.3194 0.3297  0.0972
14 H 1.4477 -2.9265 -0.5099  0.0841
15 H 0.4519 1.5949 -0.4188  0.1113
16 H 2.6198 -2.8625 0.5105  -0.0055
17 H -4.2092 3.0947 0.1839  0.0824
18 H -3.5337 0.0888 -1.9230  0.0988
19 H 1.0850 -3.2722 1.0404  0.1192

***

C69H85Ge2NO3P2SbTi as an isolated structure, computed with ωB97M-V with the def2-TZVPD basis set.

Properties
LUMO energy (alpha / beta), eV: -0.04 / -0.28
E, hartree: -8887.11589
Multiplicity: 2
Orbital gap (alpha / beta), eV: 6.2 / 6.9

Each line ends with the Mulliken spin population.
Positions of all 164 atoms, in Å:
1 Ti -0.2650 0.4977 0.0412  0.2076
2 C -2.2031 5.1630 -0.3739  -0.0019
3 C -2.9578 3.9465 -0.9120  0.0014
4 C -4.4623 4.2021 -0.7784  -0.0003
5 P -2.4037 2.3045 -0.2310  -0.0033
6 C -3.4404 1.9896 1.2884  0.0063
7 C -4.9262 1.6848 1.0817  0.0026
8 C -3.2632 3.0492 2.3780  0.0000
9 C -3.1666 1.1110 -1.3813  0.0022
10 C -4.0064 1.4504 -2.4351  0.0021
11 C -4.7916 0.5120 -3.0946  0.0016
12 C -5.6638 0.8995 -4.2572  -0.0002
13 C -4.7655 -0.7879 -2.5991  -0.0008
14 C -3.9083 -1.1614 -1.5756  0.0016
15 C -3.0095 -0.2454 -1.0132  -0.0097
16 N -2.0090 -0.5784 -0.0857  0.0044
17 C -2.0455 -1.9364 0.4040  0.0011
18 C -1.7395 -3.0062 -0.4492  -0.0054
19 C -1.2308 -2.7818 -1.8370  0.0013
20 C -1.9329 -4.3134 -0.0137  -0.0007
21 C -2.3979 -4.6068 1.2566  0.0002
22 C -2.6365 -6.0250 1.6953  0.0000
23 C -2.6362 -3.5396 2.1117  0.0010
24 C -2.4759 -2.2170 1.7118  0.0109
25 C -2.8089 -1.1400 2.7020  -0.0466
26 H -2.5410 6.0483 -0.9188  -0.0001
27 H -1.1285 5.0822 -0.5083  0.0003
28 H -2.4038 5.3317 0.6856  -0.0003
29 H -2.7024 3.8710 -1.9688  -0.0002
30 H -4.7130 4.4899 0.2434  0.0002
31 H -5.0844 3.3539 -1.0530  0.0002
32 H -4.7292 5.0436 -1.4234  -0.0002
33 H -2.9708 1.0804 1.6486  -0.0081
34 H -5.5226 2.5958 1.0359  0.0000
35 H -5.2871 1.1087 1.9378  0.0000
36 H -5.1220 1.0978 0.1840  -0.0002
37 H -3.6063 4.0351 2.0585  0.0010
38 H -2.2309 3.1373 2.7152  -0.0024
39 H -3.8619 2.7637 3.2469  -0.0040
40 H -4.0795 2.4838 -2.7523  0.0002
41 H -5.4879 1.9356 -4.5482  0.0000
42 H -6.7237 0.7968 -4.0145  0.0001
43 H -5.4689 0.2739 -5.1307  0.0001
44 H -5.4196 -1.5391 -3.0295  0.0000
45 H -3.9156 -2.1844 -1.2264  0.0004
46 H -1.9927 -2.3436 -2.4864  -0.0003
47 H -0.9014 -3.7200 -2.2839  0.0002
48 H -0.3741 -2.1142 -1.8153  -0.0010
49 H -1.7059 -5.1249 -0.6983  0.0000
50 H -2.2947 -6.7329 0.9404  0.0000
51 H -3.6992 -6.2049 1.8707  0.0000
52 H -2.1097 -6.2489 2.6252  0.0000
53 H -2.9742 -3.7332 3.1252  0.0002
54 H -2.8770 -1.5601 3.7055  -0.0002
55 H -3.7718 -0.6823 2.4646  -0.0001
56 H -2.0565 -0.3525 2.7217  0.0598
57 O 2.4005 0.5243 0.8054  -0.0079
58 C 2.2331 -0.5507 0.2444  0.0059
59 O 1.1321 -0.7747 -0.4307  -0.0131
60 C 3.3081 -1.6100 0.3878  -0.0018
61 C 4.5182 -1.1018 0.8692  -0.0003
62 C 5.6169 -1.9145 1.0671  -0.0003
63 C 5.5164 -3.2710 0.7906  0.0002
64 C 4.3187 -3.7838 0.3300  -0.0005
65 C 3.1981 -2.9770 0.1153  0.0017
66 P 1.6423 -3.7612 -0.4942  0.0019
67 C 1.6994 -5.3883 0.3561  -0.0004
68 C 0.9437 -5.4874 1.5233  -0.0003
69 C 0.9564 -6.6498 2.2831  0.0001
70 C 1.6963 -7.7442 1.8628  0.0000
71 C 2.4205 -7.6735 0.6791  0.0000
72 C 2.4255 -6.5036 -0.0645  -0.0001
73 C 2.1794 -4.2289 -2.1841  -0.0008
74 C 1.3794 -5.1098 -2.9165  0.0002
75 C 1.6775 -5.4137 -4.2344  -0.0001
76 C 2.7810 -4.8369 -4.8521  0.0000
77 C 3.5818 -3.9612 -4.1378  0.0000
78 C 3.2844 -3.6601 -2.8135  0.0002
79 H 4.5731 -0.0499 1.0985  0.0002
80 H 6.5403 -1.4917 1.4412  0.0000
81 H 6.3631 -3.9293 0.9388  0.0000
82 H 4.2508 -4.8435 0.1282  0.0000
83 H 0.3259 -4.6495 1.8256  0.0002
84 H 0.3762 -6.7025 3.1964  0.0000
85 H 1.7009 -8.6552 2.4480  0.0000
86 H 2.9881 -8.5300 0.3376  0.0000
87 H 2.9929 -6.4637 -0.9870  0.0000
88 H 0.5166 -5.5693 -2.4455  0.0000
89 H 1.0473 -6.1034 -4.7820  0.0000
90 H 3.0136 -5.0721 -5.8826  0.0000
91 H 4.4435 -3.5043 -4.6084  0.0000
92 H 3.9242 -2.9748 -2.2718  0.0000
93 C 0.4661 -1.5660 8.0287  -0.0081
94 C 0.3649 -0.8659 6.7039  0.1373
95 C 0.4423 -1.5672 5.5082  -0.0796
96 C 0.3325 -0.9560 4.2683  0.1300
97 C 0.5588 -1.8087 3.0511  0.0218
98 C 0.1166 0.4475 4.2068  0.0110
99 C -0.0141 1.2074 3.0198  0.2997
100 O -0.1796 0.7136 1.8000  0.0365
101 C 0.0572 1.1802 5.4339  0.0753
102 C -0.1366 2.6718 5.4467  0.0197
103 C 0.1809 0.5149 6.6348  -0.0753
104 H 0.8452 -2.5810 7.9111  0.0001
105 H -0.5110 -1.6301 8.5140  0.0132
106 H 1.1311 -1.0324 8.7098  0.0071
107 H 0.6141 -2.6386 5.5370  -0.0013
108 H 0.6428 -2.8527 3.3531  -0.0023
109 H 1.4991 -1.5297 2.5718  0.0200
110 H -0.2315 -1.7349 2.3080  0.0040
111 H -0.0056 2.2843 3.0565  0.1923
112 H -1.0197 2.9748 4.8790  0.0031
113 H 0.7179 3.1937 5.0083  0.0069
114 H -0.2610 3.0257 6.4693  0.0014
115 H 0.1263 1.0883 7.5548  -0.0006
116 C 0.5820 -1.5032 -4.1346  -0.0006
117 Sb -0.1041 0.3286 -3.2716  -0.0035
118 C 1.3898 1.5180 -4.2567  0.0001
119 C -1.5743 0.6513 -4.7919  -0.0011
120 H 0.9792 -1.2728 -5.1231  0.0000
121 H -0.2381 -2.2117 -4.2298  -0.0001
122 H 1.3648 -1.9514 -3.5222  -0.0001
123 H 2.1104 0.8512 -4.7283  -0.0002
124 H 1.9048 2.1898 -3.5765  0.0007
125 H 0.8934 2.1201 -5.0171  0.0000
126 H -1.0805 0.5160 -5.7545  -0.0001
127 H -1.9881 1.6571 -4.7313  0.0002
128 H -2.3856 -0.0676 -4.6848  0.0000
129 C 4.8609 2.4322 0.0507  -0.0018
130 Ge 3.5192 2.3971 -1.3953  -0.0062
131 C 4.0682 3.8123 -2.6500  -0.0013
132 C 3.7969 0.7099 -2.3923  0.0006
133 Ge 1.1920 2.7252 -0.6457  0.0053
134 C 1.3815 3.9679 0.9054  -0.0042
135 C 2.5446 4.6979 1.1525  -0.0064
136 C 2.6114 5.6484 2.1647  0.0014
137 C 1.5033 5.9049 2.9589  -0.0015
138 C 0.3307 5.2000 2.7267  0.0083
139 C 0.2854 4.2512 1.7155  -0.0003
140 C 0.5273 4.0731 -1.9661  0.0082
141 C 1.1566 5.3198 -2.0318  -0.0030
142 C 0.7552 6.2966 -2.9305  -0.0002
143 C -0.3001 6.0548 -3.8011  0.0000
144 C -0.9518 4.8324 -3.7484  0.0002
145 C -0.5368 3.8676 -2.8380  -0.0046
146 H 5.6337 1.6931 -0.1673  -0.0002
147 H 4.4215 2.2157 1.0225  0.0000
148 H 5.3460 3.4091 0.0963  -0.0002
149 H 5.0179 3.5308 -3.1104  -0.0003
150 H 4.2043 4.7673 -2.1401  0.0001
151 H 3.3280 3.9543 -3.4384  0.0000
152 H 4.7430 0.2575 -2.0895  0.0001
153 H 3.8453 0.9242 -3.4601  0.0000
154 H 3.0059 -0.0265 -2.2377  0.0000
155 H 3.4280 4.5411 0.5466  -0.0021
156 H 3.5334 6.1936 2.3271  -0.0001
157 H 1.5516 6.6479 3.7450  -0.0001
158 H -0.5505 5.3900 3.3298  -0.0002
159 H -0.6386 3.7174 1.5448  -0.0073
160 H 1.9737 5.5447 -1.3539  0.0014
161 H 1.2666 7.2515 -2.9514  0.0000
162 H -0.6153 6.8146 -4.5052  0.0000
163 H -1.7885 4.6312 -4.4088  0.0001
164 H -1.1049 2.9443 -2.7860  0.0014